# C6H6F2N2

The molecule C6H6F2N2 at a distorted geometry (ωB97M-V with the def2-TZVPD basis set, the OMol25 dataset).

Its SMILES is F[C@H]1Cc2[nH]ncc2[C@@H]1F. For the energy above the lowest of the compared OMol25 structures with the same formula, charge and spin, the calculation gives 140.4 kJ/mol. Its charge is 0. As for the calculated total energy: -541.40940 Eh. Its gap between HOMO and LUMO is 0.384 hartree.

Last column: Mulliken charge in e.
Cartesian coordinates (Å):
C  1.857  -1.164  0.592  -0.5646
C  0.541  -0.775  0.339  0.2270
C  0.687  0.436  -0.282  -0.0481
C  -0.572  1.125  -0.729  -0.6459
C  -1.034  -1.086  0.343  0.2017
C  -1.659  0.279  -0.009  -0.0042
N  2.749  -0.255  0.264  -0.8032
N  1.996  0.723  -0.287  0.2110
F  -1.458  -1.901  -0.620  -0.2836
F  -2.154  1.029  1.069  -0.3520
H  2.129  -1.965  1.249  0.4340
H  -0.708  2.022  -0.233  0.3655
H  -0.725  0.998  -1.750  0.3470
H  -1.593  -1.511  1.254  0.2816
H  -2.469  0.365  -0.647  0.3706
H  2.413  1.679  -0.554  0.2632

***

# C25H29Br2IrN2O7PS3

A structure of composition C25H29Br2IrN2O7PS3 at a distorted geometry (ωB97M-V with the def2-TZVPD basis set, the OMol25 dataset).

Its spin multiplicity is 2. Its charge is 0. As for the calculated total energy: -8394.52452 Eh. Its gap between HOMO and LUMO (spin up / spin down) is 0.205 / 0.161 hartree.

Last column: Mulliken charge in e.
Cartesian coordinates (Å):
Ir  0.656  -1.066  0.043  2.5670
C  3.042  -2.105  -2.277  -1.4910
C  3.562  -1.015  -1.412  0.6370
C  4.936  -0.714  -1.378  -0.9581
C  5.402  0.280  -0.560  -1.0249
C  4.488  1.021  0.214  0.7305
C  4.836  2.087  1.076  0.0067
Br  6.647  2.579  1.292  -0.2413
C  3.877  2.793  1.764  -0.3281
C  2.538  2.465  1.622  0.1151
Br  1.227  3.455  2.529  -0.1769
C  2.092  1.397  0.821  0.3047
O  0.863  1.105  0.703  -1.0193
C  3.121  0.671  0.108  0.2559
N  2.701  -0.339  -0.677  -0.0061
H  3.543  -2.114  -3.240  0.5222
H  1.968  -1.998  -2.408  0.0217
H  3.209  -3.064  -1.794  0.3061
H  5.605  -1.273  -2.012  0.5123
H  6.456  0.516  -0.506  0.3652
H  4.159  3.608  2.412  0.4652
C  -3.049  1.079  6.122  -1.4590
C  -1.949  0.321  5.447  1.0553
C  -0.956  0.975  4.729  -0.8043
C  -0.009  0.253  4.024  -0.1337
C  -0.039  -1.125  4.058  0.0883
C  -0.987  -1.798  4.809  -0.7477
C  -1.934  -1.072  5.504  -0.6983
S  0.855  -2.033  2.832  1.4648
O  1.879  -1.186  2.233  -0.6556
O  1.257  -3.319  3.317  -0.6973
N  -0.349  -2.154  1.719  -0.3913
C  -0.869  -3.391  1.483  -0.7312
C  0.158  -4.196  0.361  0.7242
O  -0.047  -5.374  0.358  -0.5582
O  0.884  -3.416  -0.234  -0.6791
H  -2.886  2.148  6.036  0.3585
H  -3.120  0.805  7.174  0.3632
H  -4.002  0.846  5.646  0.3220
H  -0.933  2.053  4.690  0.3007
H  0.740  0.747  3.429  0.2372
H  -0.980  -2.877  4.823  0.4845
H  -2.684  -1.584  6.087  0.4193
H  -1.804  -3.365  0.926  0.4949
H  -0.875  -4.055  2.347  0.2915
C  -1.119  0.732  -5.835  -1.6158
C  -0.445  1.065  -4.510  0.4546
C  0.566  0.007  -4.099  -0.9562
O  -1.511  1.176  -3.561  0.1137
P  -1.350  1.211  -1.970  0.3198
S  0.099  2.447  -1.403  -0.4606
S  -1.312  -0.784  -1.376  -0.5876
O  -2.708  1.873  -1.523  -0.3474
C  -4.057  1.628  -1.957  0.5375
C  -4.299  2.160  -3.363  -1.1707
C  -4.431  0.163  -1.836  -1.3101
H  -0.389  0.715  -6.637  0.4578
H  -1.878  1.473  -6.069  0.3817
H  -1.590  -0.245  -5.767  0.3326
H  0.052  2.044  -4.562  0.2478
H  0.074  -0.959  -4.001  0.2983
H  1.017  0.277  -3.143  -0.1007
H  1.351  -0.065  -4.846  0.5174
H  -4.636  2.222  -1.241  0.3090
H  -3.823  1.523  -4.101  0.1312
H  -3.900  3.166  -3.457  0.3356
H  -5.367  2.184  -3.559  0.4857
H  -3.879  -0.429  -2.563  0.2370
H  -5.495  0.059  -2.020  0.4811
H  -4.203  -0.209  -0.841  0.2959

***

# C5H7NO

The molecule C5H7NO at a distorted geometry (ωB97M-V with the def2-TZVPD basis set, the OMol25 dataset).

Its SMILES is O=C1CN2CC[C@@H]12. For the energy above the lowest of the compared OMol25 structures with the same formula, charge and spin, the calculation gives 475.6 kJ/mol. Its charge is 0. As for the calculated total energy: -324.54332 Eh. Its gap between HOMO and LUMO is 0.335 hartree.

Last column: Mulliken charge in e.
Cartesian coordinates (Å):
O  1.572  1.594  -1.509  -0.5934
C  1.054  0.677  -0.926  0.3605
C  1.392  -0.227  0.265  -0.4064
N  0.151  -1.024  0.043  -0.3276
C  -0.948  -0.651  0.955  -0.4776
C  -1.358  0.610  0.197  -0.6234
C  -0.208  -0.081  -1.045  -0.1579
H  2.273  -0.845  0.096  0.2846
H  1.464  0.296  1.222  0.2808
H  -0.584  -0.485  1.981  0.3029
H  -1.706  -1.439  1.007  0.2531
H  -0.931  1.527  0.596  0.2516
H  -1.661  0.555  -0.853  0.4608
H  -0.510  -0.506  -2.028  0.3919

***

calculated total energy of number 2 (C25H29Br2IrN2O7PS3)? -8394.52452 Eh

***

Which formula does entry 2 have? C25H29Br2IrN2O7PS3